1.
Density functional theory data (ωB97M-V/def2-TZVPD) for one molecule with the formula C5H11N in a non-equilibrium geometry.

Last columns: bonded neighbours and bond lengths (Å).
Cartesian coordinates (Å):
1 C -0.8099 -0.9073 -1.7729  C2 1.566, H7 1.088, H8 1.088, H9 1.093
2 C 0.0066 -0.1399 -0.6784  C1 1.566, C3 1.527, N6 1.485, H10 1.095
3 C -0.9144 0.6402 0.2567  C2 1.527, C4 1.515, H11 1.091, H12 1.089
4 C 0.0682 0.9769 1.3603  C3 1.515, C5 1.532, H13 1.090, H14 1.096
5 C 1.2681 0.0267 1.2899  C4 1.532, N6 1.479, H15 1.103, H16 1.085
6 N 0.8770 -0.9287 0.2303  C2 1.485, C5 1.479, H17 1.008
7 H -1.7665 -0.3937 -1.8449  C1 1.088
8 H -0.3161 -0.8025 -2.7366  C1 1.088
9 H -1.0511 -1.9388 -1.5026  C1 1.093
10 H 0.6435 0.4433 -1.3521  C2 1.095
11 H -1.7470 -0.0319 0.4702  C3 1.091
12 H -1.3314 1.5530 -0.1667  C3 1.089
13 H -0.4452 0.9565 2.3220  C4 1.090
14 H 0.5071 1.9810 1.3797  C4 1.096
15 H 2.1912 0.5226 0.9458  C5 1.103
16 H 1.4338 -0.4727 2.2388  C5 1.085
17 H 1.3863 -1.4846 -0.4395  N6 1.008

Results
Charge: 0
Kohn-Sham gap in eV: 9.60
Highest occupied orbital energy in eV: -8.4
Relative energy (zero: lowest compared OMol25 entry of this formula, charge and spin) in kcal/mol: 23.20
SMILES string: C[C@H]1CCCN1

***

2.
Density functional theory data (ωB97M-V/def2-TZVPD) for a 2-piece molecular cluster, C5H11N overall in a non-equilibrium geometry.

Last columns: bonded neighbours and bond lengths (Å).
Cartesian coordinates (Å):
1 C -2.0589 0.7426 -0.0920  C2 1.552, H7 1.103, H8 1.092, H9 1.089
2 C -0.9536 -0.0942 -0.7902  C1 1.552, C3 1.484, H10 1.092, H11 1.100
3 C 0.2861 -0.1571 0.0232  C2 1.484, C4 1.467, C6 1.481
4 C 1.3091 0.8401 -0.3082  C3 1.467, N5 1.272, H12 1.099
5 N 2.5123 0.9693 0.0836  C4 1.272, H14 1.017
6 C 0.5771 -1.1124 1.1168  C3 1.481, H15 1.088, H16 1.091, H17 1.095
7 H -1.5464 1.6550 0.2576  C1 1.103
8 H -2.3226 0.1887 0.8118  C1 1.092
9 H -2.8997 0.9784 -0.7419  C1 1.089
10 H -0.8535 0.1821 -1.8415  C2 1.092
11 H -1.3118 -1.1183 -0.9694  C2 1.100
12 H 0.8760 1.6126 -0.9597  C4 1.099
13 H 1.3644 -0.7475 -1.4037  no bonds
14 H 2.8732 0.1473 0.5607  N5 1.017
15 H 0.7812 -2.1151 0.7462  C6 1.088
16 H 1.5038 -0.7520 1.5660  C6 1.091
17 H -0.1367 -1.2197 1.9408  C6 1.095

Results
Charge: 0
Kohn-Sham gap in eV: 7.83
Highest occupied orbital energy in eV: -8.3
Relative energy (zero: lowest compared OMol25 entry of this formula, charge and spin) in kcal/mol: 98.43

***

3.
Density functional theory data (ωB97M-V/def2-TZVPD) for a 2-piece molecular cluster, C5H11N overall.

Last columns: bonded neighbours and bond lengths (Å).
Cartesian coordinates (Å):
1 C 1.0650 2.3879 1.1248  H7 1.093, H8 1.093, H9 1.094, H12 1.094
2 C 0.4305 0.0154 -1.8481  N3 1.293, H10 1.083, H11 1.083
3 N -0.3403 -0.0745 -0.8136  C2 1.293, C4 1.333, C5 1.460
4 C -1.4418 0.1465 -0.0959  N3 1.333, C5 1.483, H13 1.083
5 C -0.4947 -0.8864 0.3895  N3 1.460, C4 1.483, C6 1.514, H14 1.094
6 C -0.6340 -2.3773 0.1672  C5 1.514, H15 1.095, H16 1.096, H17 1.095
7 H 1.6622 2.2996 0.2135  C1 1.093
8 H 0.9618 3.4426 1.3903  C1 1.093
9 H 1.5732 1.8642 1.9395  C1 1.094
10 H 0.1048 0.5966 -2.7025  C2 1.083
11 H 1.3981 -0.4702 -1.8209  C2 1.083
12 H 0.0747 1.9537 0.9556  C1 1.094
13 H -2.4547 0.0926 -0.4750  C4 1.083
14 H 0.1675 -0.6054 1.2144  C5 1.094
15 H -1.1318 -2.8299 1.0316  C6 1.095
16 H 0.3401 -2.8660 0.0514  C6 1.096
17 H -1.2391 -2.5804 -0.7228  C6 1.095

Results
Charge: 0
Kohn-Sham gap in eV: 8.36
Highest occupied orbital energy in eV: -7.3
Relative energy (zero: lowest compared OMol25 entry of this formula, charge and spin) in kcal/mol: 88.93

***

4.
Density functional theory data (ωB97M-V/def2-TZVPD) for one molecule with the formula C5H11N in a non-equilibrium geometry.

Last columns: bonded neighbours and bond lengths (Å).
Cartesian coordinates (Å):
1 C -2.2266 -0.0146 -0.5665  C2 1.505, H7 1.126, H8 1.091, H9 1.118
2 C -0.8674 0.5195 -0.2016  C1 1.505, C3 1.352, H10 1.094
3 C 0.1984 -0.2833 0.0181  C2 1.352, C4 1.553, N5 1.379
4 C 0.1852 -1.7981 -0.3235  C3 1.553, H11 1.102, H12 1.074, H13 1.091
5 N 1.4588 0.1523 0.3702  C3 1.379, C6 1.445, H14 1.002
6 C 1.7506 1.5014 0.7975  N5 1.445, H15 1.099, H16 1.114, H17 1.088
7 H -2.4378 -1.0269 -0.1218  C1 1.126
8 H -3.0182 0.6231 -0.1715  C1 1.091
9 H -2.4303 -0.0485 -1.6656  C1 1.118
10 H -0.8541 1.6084 -0.1011  C2 1.094
11 H 1.2547 -1.9694 -0.5287  C4 1.102
12 H -0.3065 -1.9465 -1.2669  C4 1.074
13 H -0.2008 -2.4252 0.4810  C4 1.091
14 H 2.1758 -0.5077 0.6040  N5 1.002
15 H 1.0435 2.1824 0.3035  C6 1.099
16 H 1.5213 1.6377 1.8789  C6 1.114
17 H 2.7534 1.7953 0.4939  C6 1.088

Results
Charge: 0
Kohn-Sham gap in eV: 8.47
Highest occupied orbital energy in eV: -7.4
Relative energy (zero: lowest compared OMol25 entry of this formula, charge and spin) in kcal/mol: 21.85
SMILES string: C/C=C(\C)NC

***

5.
Density functional theory data (ωB97M-V/def2-TZVPD) for one molecule with the formula C5H11N in a non-equilibrium geometry.

Last columns: bonded neighbours and bond lengths (Å).
Cartesian coordinates (Å):
1 C 0.5949 -2.1304 0.3247  C2 1.514, H7 1.094, H8 1.096, H9 1.094
2 C -0.3657 -0.9677 0.4603  C1 1.514, N3 1.446, H10 1.098, H11 1.098
3 N 0.1635 0.2065 1.1185  C2 1.446, C4 1.451, C5 1.440
4 C 1.1758 1.0114 0.4599  N3 1.451, C5 1.506, H12 1.097, H13 1.091
5 C -0.2805 1.3963 0.4390  N3 1.440, C4 1.506, C6 1.657, H14 1.101
6 C -1.0966 1.2797 -0.9985  C5 1.657, H15 1.083, H16 1.093, H17 1.123
7 H 0.1548 -2.8629 -0.3581  C1 1.094
8 H 1.5488 -1.8012 -0.1036  C1 1.096
9 H 0.8062 -2.6329 1.2737  C1 1.094
10 H -0.7007 -0.5777 -0.5098  C2 1.098
11 H -1.2802 -1.2424 1.0017  C2 1.098
12 H 1.9722 1.3562 1.1301  C4 1.097
13 H 1.5537 0.7598 -0.5316  C4 1.091
14 H -0.7001 2.1749 1.0944  C5 1.101
15 H -0.6644 2.0650 -1.6068  C6 1.083
16 H -2.1551 1.4733 -0.8042  C6 1.093
17 H -1.1712 0.4476 -1.7491  C6 1.123

Results
Charge: 0
Kohn-Sham gap in eV: 10.05
Highest occupied orbital energy in eV: -8.9
Relative energy (zero: lowest compared OMol25 entry of this formula, charge and spin) in kcal/mol: 55.07
SMILES string: CCN1C[C@H]1C

***

6.
Density functional theory data (ωB97M-V/def2-TZVPD) for one molecule with the formula C5H11N in a non-equilibrium geometry.

Last columns: bonded neighbours and bond lengths (Å).
Cartesian coordinates (Å):
1 C 1.5423 1.9121 1.5069  C2 1.322, H7 1.086, H8 1.082
2 C 1.2882 0.8871 0.7115  C1 1.322, C3 1.527, H9 1.087
3 C 0.1494 0.9000 -0.3050  C2 1.527, C4 1.536, H10 1.092, H11 1.088
4 C 0.0925 -0.4007 -1.1202  C3 1.536, C5 1.532, H12 1.087, H13 1.095
5 C -0.7061 -1.5563 -0.5080  C4 1.532, N6 1.445, H14 1.094, H15 1.100
6 N -2.0835 -1.2177 -0.2296  C5 1.445, H16 1.012, H17 1.010
7 H 2.0780 1.7807 2.4422  C1 1.086
8 H 1.2221 2.9221 1.2878  C1 1.082
9 H 1.7190 -0.1085 0.7796  C2 1.087
10 H 0.2565 1.7259 -1.0119  C3 1.092
11 H -0.7970 1.0104 0.2201  C3 1.088
12 H -0.2644 -0.2280 -2.1326  C4 1.087
13 H 1.0979 -0.8101 -1.2666  C4 1.095
14 H -0.6794 -2.3559 -1.2549  C5 1.094
15 H -0.1181 -1.9909 0.3140  C5 1.100
16 H -2.1496 -0.4836 0.4631  N6 1.012
17 H -2.6478 -1.9866 0.1038  N6 1.010

Results
Charge: 0
Kohn-Sham gap in eV: 10.35
Highest occupied orbital energy in eV: -9.2
Relative energy (zero: lowest compared OMol25 entry of this formula, charge and spin) in kcal/mol: 27.50
SMILES string: C=CCCCN